This record from OMol25 describes C5H9N3O2 in the gas phase in a non-equilibrium geometry. The level of theory is ωB97M-V/def2-TZVPD.

Summary:
Energy relative to the best compared isomer or geometry (same formula, charge and spin) = 124.51 kcal per mole
Net charge = 0
Frontier orbital gap = 9.71 eV
SMILES = [H]/N=C(\OCC)N(C#N)OC
LUMO = 0.0222 hartree
Spin multiplicity = 1
Electronic energy = -510.491533 a.u.
E_HOMO = -9.11 eV

Last column: Löwdin charge in e.
Cartesian coordinates (Å):
H: -2.3833 -2.2961 0.5102  0.0817
N: -2.4566 -1.2810 0.4807  0.1881
C: -1.6335 -0.4436 0.1039  -0.3334
O: -0.3417 -0.4274 -0.2073  -0.0301
C: 0.5253 -1.6144 -0.4168  -0.2088
C: 1.9176 -1.1203 -0.0686  -0.0789
N: -2.2181 1.1346 0.0877  -0.0415
C: -3.4783 1.2382 0.3776  -0.3427
N: -4.5849 1.3153 0.6564  0.1622
O: -1.4574 2.0149 -0.6431  -0.1157
C: -1.0765 3.1444 0.1274  -0.0464
H: 0.1918 -2.5095 0.1867  0.1263
H: 0.4606 -2.0523 -1.4373  0.1248
H: 2.0745 -0.1537 -0.6617  0.1117
H: 1.9028 -1.0074 1.0806  0.1098
H: 2.6256 -1.8979 -0.2339  0.0568
H: -0.1219 2.9401 0.5547  0.0777
H: -1.7302 3.2452 0.8489  0.0235
H: -1.0067 4.0995 -0.5340  0.1349